Molecular formula: C3HCl2NO
Method: DFT, ωB97M-V/def2-TZVPD

```
8
Properties=species:S:1:pos:R:3
C 1.68074 -0.33606 0.41408
C 1.08152 -1.36049 0.49529
C -1.39583 0.89489 0.11185
N -1.15340 0.75485 -1.03601
O -1.06614 0.25343 -2.07140
Cl 0.18670 -2.67838 0.67805
Cl -1.28019 1.89203 1.40135
H 1.94659 0.57975 0.00679
```

Results
ΔE to the lowest compared entry with this formula, charge and spin, kcal/mol: 113.0
HOMO-LUMO gap (alpha / beta), eV: 7.25 / 6.89
LUMO energy (alpha / beta), eV: 0.82 / -2.86
Spin multiplicity: 3
Highest occupied orbital energy (alpha / beta), eV: -6.43 / -9.74

***

Molecular formula: C3HCl2NS
Method: DFT, ωB97M-V/def2-TZVPD

```
8
Properties=species:S:1:pos:R:3
C 1.08304 0.94762 0.65630
C -2.01157 -0.26194 -0.75043
C 1.17816 -0.23746 -0.04071
N 0.57484 1.91960 1.02642
S -1.55054 -1.74318 -0.52444
Cl -1.78700 1.24125 -0.16365
Cl 0.77232 -1.69776 0.73693
H 1.74075 -0.16813 -0.94041
```

Results
ΔE to the lowest compared entry with this formula, charge and spin, kcal/mol: 88.4
HOMO-LUMO gap (alpha / beta), eV: 5.86 / 8.49
LUMO energy (alpha / beta), eV: -1.75 / -0.59
Spin multiplicity: 1
Highest occupied orbital energy (alpha / beta), eV: -7.60 / -9.08

***

Molecular formula: C3HCl2NS
Method: DFT, ωB97M-V/def2-TZVPD

```
8
Properties=species:S:1:pos:R:3
C -0.12191 -0.42551 -0.16076
C 0.66842 -1.54315 -0.41138
C -2.20503 -1.34424 -0.72680
N -1.43644 -0.49796 -0.35315
S 0.06274 -2.98698 -0.97374
Cl 2.34751 -1.35080 -0.08354
Cl -3.61013 -1.98619 -1.11849
H 0.27648 0.50262 0.19920
```

Results
ΔE to the lowest compared entry with this formula, charge and spin, kcal/mol: 11.2
HOMO-LUMO gap (alpha / beta), eV: 6.49 / 6.74
LUMO energy (alpha / beta), eV: 0.00 / -2.45
Spin multiplicity: 3
Highest occupied orbital energy (alpha / beta), eV: -6.49 / -9.19

***

Molecular formula: C3HCl3O
Method: DFT, ωB97M-V/def2-TZVPD

```
8
Properties=species:S:1:pos:R:3
C 1.17928 -1.43003 0.92841
C 1.10655 -1.34841 -0.27062
C -1.09094 1.40148 -0.29961
O 0.01591 0.99453 -0.73394
Cl -2.35591 1.68609 -1.04602
Cl 1.31293 -1.63119 -1.86794
Cl -1.14707 1.87248 1.31796
H 0.97924 -1.54495 1.97176
```

Results
ΔE to the lowest compared entry with this formula, charge and spin, kcal/mol: 76.9
HOMO-LUMO gap, eV: 9.81
LUMO energy, eV: 0.15
Spin multiplicity: 1
Highest occupied orbital energy, eV: -9.66

***

Molecular formula: C3HClFNOS
Method: DFT, ωB97M-V/def2-TZVPD

```
9
Properties=species:S:1:pos:R:3
C -0.65007 0.00537 -0.13274
C 0.07082 -1.22577 -0.09158
C 0.42533 1.12249 -0.21480
H -0.56188 -2.05172 0.09581
N 1.39333 -1.23709 0.20115
O 0.30267 2.32283 -0.53353
F -1.71505 -0.04823 -1.07785
S 1.95650 0.52312 0.39032
Cl -1.22166 0.58900 1.36323
```

Results
ΔE to the lowest compared entry with this formula, charge and spin, kcal/mol: 33.3
HOMO-LUMO gap, eV: 9.29
LUMO energy, eV: -0.99
Spin multiplicity: 1
Highest occupied orbital energy, eV: -10.28

***

Molecular formula: C3HCoO3
Method: DFT, ωB97M-V/def2-TZVPD

```
8
Properties=species:S:1:pos:R:3
O -0.24222 0.09786 -1.02572
C 0.90363 -0.72103 -1.08025
H 1.12268 -1.13648 -2.05901
C 1.30532 -1.13946 0.13519
O 0.49162 -0.52641 1.07163
C -0.53200 0.26773 0.25240
O -1.09612 1.31533 0.61075
Co -1.95290 1.84244 2.09501
```

Results
ΔE to the lowest compared entry with this formula, charge and spin, kcal/mol: 15.8
HOMO-LUMO gap (alpha / beta), eV: 8.01 / 5.06
LUMO energy (alpha / beta), eV: -0.14 / -3.02
Spin multiplicity: 5
Highest occupied orbital energy (alpha / beta), eV: -8.16 / -8.08

***

Number 1: E -1164.95571 Eh. Number 2: E -1488.05424 Eh. Number 3: E -1488.08295 Eh. Number 4: E -1570.59647 Eh. Number 5: E -1203.07966 Eh. Number 6: E -1723.12189 Eh.